DFT (wB97M-V/def2-TZVPD) results for a gas-phase ion, C5H12NS (charge -1) in a non-equilibrium geometry.

Positions of all 19 atoms, in Å:
1 C 2.33771 0.99737 0.23705
2 C 1.64847 -0.36586 0.28384
3 N 0.48832 -0.38656 -0.65002
4 C -0.86794 -0.30635 0.06301
5 C -1.50186 1.04378 -0.12986
6 C -1.72294 -1.54266 -0.28380
7 S -3.06797 -1.71450 0.91826
8 H 1.59546 1.78852 0.15372
9 H 2.88417 1.09952 1.18293
10 H 3.13404 0.98124 -0.47347
11 H 1.31352 -0.64546 1.33996
12 H 2.36163 -1.14887 -0.00503
13 H 0.64693 0.42907 -1.22430
14 H -0.51120 -0.51674 1.12179
15 H -1.67622 1.02824 -1.20810
16 H -1.07076 2.01581 0.06573
17 H -2.59714 1.13090 0.15993
18 H -2.27220 -1.44995 -1.28348
19 H -1.12203 -2.43752 -0.26815

Energy relative to the best compared isomer or geometry (same formula, charge and spin) = 27.94 kcal per mole
HOMO-LUMO gap = 5.6669 eV
Strongest force on any atom = 3.4 eV/Å
HOMO energy = -2.14 eV
SMILES = CCN[C@@H](C)C[S-]
Total charge = -1
E = -650.63129 Ha



DFT (wB97M-V/def2-TZVPD) results for 6 unconnected molecules or ions with the total composition C24H46O7 in a non-equilibrium geometry.

Positions of all 77 atoms, in Å:
1 O 21.29873 31.38382 5.78020
2 C 21.15049 30.98522 4.67308
3 C 19.93469 30.49404 3.90602
4 C 20.35312 30.33699 2.44250
5 C 21.81061 30.27994 2.60738
6 O 22.14596 30.93085 3.79943
7 H 19.37947 29.67165 4.35713
8 H 19.14871 31.24681 3.96646
9 H 19.93722 29.42891 2.00604
10 H 20.08494 31.22209 1.86563
11 H 22.22903 29.27344 2.60863
12 H 22.16846 30.87907 1.77008
13 C 24.19285 28.90441 -2.95255
14 C 22.77277 28.52049 -2.58691
15 C 22.90500 28.34136 -1.01041
16 O 23.68226 29.52701 -0.79123
17 C 24.62837 29.83511 -1.83735
18 H 24.40158 29.36966 -3.91591
19 H 24.92390 28.10355 -3.06344
20 H 22.43557 27.64095 -3.13537
21 H 22.02797 29.24397 -2.91850
22 H 23.40222 27.42754 -0.68516
23 H 21.97560 28.46574 -0.45468
24 H 25.63493 29.58754 -1.50024
25 H 24.43123 30.79272 -2.31924
26 C 17.47177 28.86892 -0.12398
27 C 18.44677 28.01614 -0.95681
28 C 18.12078 28.27309 -2.44298
29 O 17.06949 29.27521 -2.37609
30 C 17.06287 29.93949 -1.11951
31 H 17.93525 29.13094 0.82714
32 H 16.65371 28.25226 0.24830
33 H 18.30003 26.95580 -0.75129
34 H 19.48616 28.18359 -0.67447
35 H 17.82758 27.37267 -2.98281
36 H 19.00779 28.67434 -2.93319
37 H 16.11144 30.43322 -0.92176
38 H 17.80051 30.74140 -1.14965
39 C 22.23028 32.66428 -1.67045
40 C 21.70308 34.03767 -1.74696
41 C 20.49614 34.06533 -0.83633
42 O 20.11149 32.70581 -0.77222
43 C 21.02757 31.75827 -1.34638
44 H 22.95911 32.49844 -0.87710
45 H 22.77080 32.31725 -2.55107
46 H 21.43581 34.29226 -2.77256
47 H 22.48262 34.72039 -1.40887
48 H 19.78016 34.62486 -1.43832
49 H 20.46457 34.51809 0.15470
50 H 20.48499 31.34922 -2.19865
51 H 21.23545 30.97517 -0.61724
52 C 14.22996 25.88075 -0.39757
53 C 14.75358 25.49534 0.98007
54 C 13.61741 24.52503 1.44174
55 O 12.44084 25.16622 0.83010
56 C 12.77316 26.08994 -0.13288
57 H 14.43383 25.09119 -1.12084
58 H 14.70825 26.78133 -0.78266
59 H 14.93511 26.34019 1.64444
60 H 15.66206 24.91784 0.80906
61 H 13.46458 24.45468 2.51867
62 H 13.68714 23.53135 0.99920
63 H 12.62403 27.06537 0.33015
64 H 12.32522 25.84696 -1.09641
65 C 18.44726 22.28702 -1.49088
66 C 18.64639 23.77176 -1.48664
67 C 19.28029 24.04789 -0.12469
68 O 19.42624 22.80993 0.56838
69 C 19.44025 21.70148 -0.41918
70 H 18.47807 21.93897 -2.52336
71 H 17.41442 22.17966 -1.15952
72 H 17.68226 24.27951 -1.51414
73 H 19.35075 24.06480 -2.26517
74 H 18.75032 24.80539 0.45274
75 H 20.26244 24.48852 -0.29587
76 H 18.98469 20.78654 -0.04045
77 H 20.44009 21.52155 -0.81420

Energy relative to the best compared isomer or geometry (same formula, charge and spin) = 77.76 kcal per mole
HOMO-LUMO gap = 9.9648 eV
Strongest force on any atom = 3.2 eV/Å
HOMO energy = -9.57 eV
SMILES = O=C1CCCO1.C1CCOC1.C1CCOC1.C1CCOC1.C1CCOC1.C1CCOC1
Total charge = 0
E = -1468.57078 Ha



DFT (wB97M-V/def2-TZVPD) results for C3H3ClS2 in the gas phase in a non-equilibrium geometry.

Positions of all 9 atoms, in Å:
1 C 1.41735 0.44671 0.29663
2 C 1.75829 -0.66150 0.78009
3 C -1.33373 0.07287 -0.30756
4 S 0.23558 0.21375 -1.23915
5 S -1.83995 1.56555 0.49921
6 Cl 1.56196 -2.23256 0.86199
7 H 1.60812 1.50011 0.28893
8 H -1.91136 -0.06783 -1.27055
9 H -1.49627 -0.83710 0.09041

Energy relative to the best compared isomer or geometry (same formula, charge and spin) = 10.61 kcal per mole
HOMO-LUMO gap (spin up / spin down) = 8.7168 / 6.5893 eV
Expectation value of S² = 2.017
Strongest force on any atom = 4.9 eV/Å
HOMO energy (spin up / spin down) = -8.11 / -8.79 eV
2S+1 = 3
Total charge = 0
E = -1372.48684 Ha



DFT (wB97M-V/def2-TZVPD) results for C21H22N2O4 in the gas phase in a non-equilibrium geometry.

Positions of all 49 atoms, in Å:
1 C 2.91735 -3.78310 5.05474
2 O 2.14158 -4.02775 3.89686
3 C 2.87489 -4.26644 2.75571
4 C 3.32252 -5.55267 2.47718
5 C 3.98651 -5.82182 1.29482
6 C 4.20084 -4.81014 0.37303
7 C 3.74779 -3.53120 0.63634
8 C 3.09411 -3.24186 1.83002
9 C 2.66339 -1.84327 2.12757
10 O 2.99325 -1.26613 3.14621
11 C 1.83131 -1.22724 1.08828
12 C 1.37314 0.02631 1.24218
13 C 0.52870 0.76525 0.33715
14 C 0.03601 2.02794 0.71755
15 C -0.81227 2.74479 -0.08231
16 C -1.23851 2.25983 -1.33819
17 N -2.20418 2.88997 -2.04633
18 C -3.19356 2.19560 -2.83644
19 C -4.59603 2.51074 -2.30162
20 C -4.85188 4.01252 -2.25419
21 C -3.76710 4.68040 -1.41572
22 C -2.40392 4.32013 -2.00343
23 C -0.63346 1.05131 -1.77067
24 N -0.69106 0.61923 -3.13163
25 O -0.48222 -0.55685 -3.36706
26 O -0.88069 1.46059 -3.99418
27 C 0.18997 0.31166 -0.93086
28 H 2.21024 -3.71286 5.87901
29 H 3.62216 -4.60087 5.24232
30 H 3.46604 -2.84142 4.95899
31 H 3.13410 -6.33662 3.19577
32 H 4.33277 -6.82393 1.08975
33 H 4.71747 -5.01910 -0.55159
34 H 3.92343 -2.73726 -0.07549
35 H 1.58771 -1.83581 0.23129
36 H 1.65700 0.54046 2.15344
37 H 0.31268 2.42454 1.68341
38 H -1.20596 3.68075 0.28099
39 H -3.04100 1.11844 -2.76655
40 H -3.10552 2.48930 -3.88879
41 H -5.33136 2.01788 -2.93833
42 H -4.68793 2.09723 -1.29437
43 H -5.83754 4.21072 -1.83046
44 H -4.83166 4.42036 -3.26709
45 H -3.89130 5.76382 -1.41549
46 H -3.82810 4.32744 -0.38410
47 H -1.59279 4.79098 -1.44936
48 H -2.35811 4.68505 -3.03800
49 H 0.60118 -0.60690 -1.32033

Energy relative to the best compared isomer or geometry (same formula, charge and spin) = 134.15 kcal per mole
HOMO-LUMO gap = 7.6157 eV
Strongest force on any atom = 1.3 eV/Å
HOMO energy = -7.98 eV
SMILES = COc1ccccc1C(=O)/C=C/c1ccc(N2CCCCC2)c([N+](=O)[O-])c1
Total charge = 0
E = -1223.77453 Ha